No. 1
{"formula": "C13H15N8S2V", "method": "ωB97M-V/def2-TZVPD", "species": ["V", "N", "N", "C", "N", "S", "H", "H", "H", "H", "H", "N", "C", "N", "C", "N", "C", "C", "N", "C", "C", "N", "H", "H", "H", "H", "H", "S", "C", "C", "C", "C", "C", "C", "H", "H", "H", "H", "H"], "xyz": [[-0.81493, -0.26586, -0.15373], [0.80889, 1.36615, -0.11659], [1.69741, 1.32928, 0.97926], [1.71932, 0.25400, 1.78342], [2.58207, 0.22911, 2.78435], [0.68221, -1.09260, 1.53218], [1.35737, 1.29015, -0.97448], [0.35365, 2.27738, -0.12183], [2.36881, 2.08089, 1.06501], [3.23224, 0.97618, 2.97857], [2.60584, -0.58029, 3.38624], [-3.53249, 2.73018, -1.61111], [-3.05560, 2.16652, -0.50870], [-2.11287, 1.28577, -0.84384], [-2.09665, 1.36428, -2.21020], [-2.93318, 2.23152, -2.71306], [-1.22421, 0.46398, -2.98084], [-1.16380, 0.43490, -4.36534], [-0.37972, -0.42854, -5.00054], [0.32901, -1.26619, -4.26249], [0.27501, -1.26252, -2.86841], [-0.50155, -0.38778, -2.23673], [-4.25218, 3.43601, -1.69699], [-3.39869, 2.40050, 0.48585], [-1.76102, 1.11028, -4.96465], [0.96421, -1.97773, -4.77417], [0.83165, -1.96894, -2.26180], [-1.89857, -2.16258, 0.09995], [-2.77006, -2.78735, -1.31344], [-2.87911, -4.17799, -1.37477], [-3.54159, -4.76608, -2.43945], [-4.10177, -3.97319, -3.43211], [-4.00830, -2.58769, -3.35761], [-3.34324, -1.99324, -2.30086], [-2.45147, -4.79420, -0.59698], [-3.62835, -5.84109, -2.48981], [-4.62560, -4.43565, -4.25571], [-4.47087, -1.97649, -4.11966], [-3.32125, -0.91916, -2.22948]], "e_homo_ha": [-0.524, -0.522], "gap_ev": [6.595, 7.291], "e_lumo_ev": [-7.7, -6.9], "total_energy_ev": -72990.4272, "multiplicity": 3, "total_charge": 2, "relative_energy_ev": 0.4689}

No. 2
{"formula": "C2HN4O7S2", "method": "ωB97M-V/def2-TZVPD", "species": ["C", "C", "N", "N", "N", "N", "O", "O", "O", "O", "O", "O", "O", "S", "S", "H"], "xyz": [[-2.33663, -1.73914, 1.40977], [1.50600, 0.88131, 0.43069], [-3.47266, -1.47135, 1.46971], [0.25444, -1.18612, 1.24082], [0.90307, 1.25674, -0.71980], [1.31387, -1.54564, 0.75860], [2.13709, -0.40772, 0.53598], [-0.87068, 1.81759, -2.49140], [1.52085, 1.60714, 1.39559], [1.83965, -2.60636, 0.52204], [-1.14612, 2.83566, -0.34568], [-1.36216, 0.39714, -0.47990], [0.99045, 0.28151, -1.77042], [-0.80381, -2.47408, 1.47701], [-0.83252, 1.65759, -1.02649], [0.35915, 0.69573, -2.40653]], "e_homo_ha": -0.222, "gap_ev": 8.880, "e_lumo_ev": 2.9, "total_energy_ev": -44048.7041, "total_charge": -1, "relative_energy_ev": 0.8737}

No. 3
{"formula": "C4H5N3O2", "method": "ωB97M-V/def2-TZVPD", "species": ["C", "C", "C", "C", "H", "H", "H", "H", "H", "N", "N", "N", "O", "O"], "xyz": [[1.08550, 0.23802, -0.07836], [0.69937, 1.21203, 0.89148], [-0.58756, 1.61575, 0.78923], [-0.81979, -2.15037, -0.68652], [2.82882, -0.67744, 0.49949], [1.41816, 1.51701, 1.63450], [-1.07601, 2.24334, 1.80077], [-1.73611, 1.52241, -0.98756], [-1.22715, -2.89059, -1.59191], [2.16096, -0.48098, -0.31307], [-1.14512, 0.98443, -0.21609], [-0.11346, 0.16867, -0.87354], [-0.57154, -0.98004, -1.44638], [-0.91607, -2.32225, 0.57796]], "e_homo_ha": -0.307, "gap_ev": 8.841, "e_lumo_ev": 0.5, "total_energy_ev": -12788.7467, "smiles": "[H]/N=c1\\cc[nH]n1OC=O", "relative_energy_ev": 7.1278}

No. 4
{"formula": "C34H61F9IN4O18S2", "method": "ωB97M-V/def2-TZVPD", "species": ["C", "C", "C", "N", "C", "C", "C", "C", "C", "O", "C", "C", "C", "C", "C", "I", "C", "C", "O", "N", "O", "N", "C", "C", "C", "F", "F", "C", "F", "F", "S", "F", "F", "F", "F", "F", "S", "C", "O", "O", "C", "O", "C", "N", "H", "H", "H", "H", "H", "H", "H", "H", "H", "H", "H", "H", "H", "H", "H", "H", "H", "H", "H", "H", "H", "H", "H", "H", "H", "H", "H", "H", "H", "H", "H", "H", "H", "H", "H", "H", "H", "C", "O", "C", "O", "O", "C", "H", "H", "H", "H", "H", "H", "C", "O", "C", "O", "O", "C", "H", "H", "H", "H", "H", "H", "C", "O", "C", "O", "O", "C", "H", "H", "H", "H", "H", "H", "C", "O", "C", "O", "O", "C", "H", "H", "H", "H", "H", "H"], "xyz": [[3.85865, -0.26982, 4.77384], [2.43003, -0.48523, 4.24888], [2.44048, -1.52012, 3.07620], [1.31649, -1.39951, 2.15951], [1.53303, -1.63180, 0.76166], [2.14436, -3.07359, 0.60126], [2.37309, -3.48491, -0.90399], [1.60354, -4.26248, 1.43804], [0.18496, -4.28709, 2.06488], [2.62403, -0.84139, 0.21351], [2.39256, 0.56600, 0.13988], [3.15268, 0.98211, -1.16581], [3.19898, 1.21325, 1.34653], [4.07054, 2.45540, 1.02304], [4.41401, 3.16647, 2.38105], [4.49662, 5.31221, 2.14835], [0.92005, 1.05220, 0.25043], [0.68546, 2.52812, -0.17936], [1.24385, 3.43350, 0.76677], [0.19199, 3.80602, 1.66932], [0.29595, 3.26489, 2.69093], [-0.16234, 0.08126, -0.25415], [-1.33324, 0.25716, 0.69915], [-2.74980, -0.07117, 0.16316], [-3.73646, -0.38527, 1.33649], [-4.88504, -0.69290, 0.71706], [-3.30246, -1.53382, 1.89981], [-3.87327, 0.77714, 2.33839], [-2.79886, 0.88842, 3.11123], [-3.89467, 1.91159, 1.62932], [-5.38380, 0.78151, 3.46678], [-5.22140, 2.37701, 3.62451], [-4.44508, 0.65071, 4.75855], [-5.54278, -0.78573, 3.38066], [-6.36727, 1.06062, 2.25791], [-6.62368, 0.81941, 4.44765], [-0.61102, 0.34665, -1.96259], [-1.65578, 1.79104, -2.31074], [0.54793, 0.48985, -2.78563], [-1.33110, -0.77702, -2.48652], [0.32778, -1.36549, -0.18334], [-0.73454, -2.26391, 0.06399], [-0.84240, -3.25339, -0.76838], [-0.91499, -4.07306, -1.51462], [3.90545, 0.15294, 5.78762], [4.51174, 0.28766, 4.08345], [4.31539, -1.27492, 4.86075], [1.86686, -0.97160, 5.06639], [1.87252, 0.43631, 4.01198], [2.35838, -2.50439, 3.58215], [3.43101, -1.54645, 2.59372], [0.64200, -0.69757, 2.42290], [3.19386, -2.94409, 0.91352], [3.35409, -3.97874, -1.00195], [2.41513, -2.61504, -1.57841], [1.64626, -4.24137, -1.23462], [1.68486, -5.16540, 0.80671], [2.31502, -4.47077, 2.25698], [-0.30525, -3.32752, 2.25724], [0.23531, -4.82064, 3.02843], [-0.50205, -4.88393, 1.43875], [2.91886, 1.99131, -1.51358], [2.89108, 0.20448, -1.90371], [4.23505, 0.83394, -1.04637], [2.55184, 1.46469, 2.20244], [3.88705, 0.43497, 1.71212], [3.65004, 3.17277, 0.31101], [5.03873, 2.12285, 0.62032], [3.72322, 2.89704, 3.18936], [5.41547, 2.82832, 2.68199], [0.73606, 1.09972, 1.33852], [0.98824, 2.75468, -1.20920], [-0.40355, 2.75778, -0.13074], [-1.20869, -0.35846, 1.60503], [-1.39690, 1.28788, 1.08071], [-2.80901, -0.98086, -0.44895], [-3.24220, 0.76331, -0.35760], [-1.04361, 2.54887, -2.82402], [-2.45894, 1.51467, -3.00953], [-2.10289, 2.27532, -1.43054], [0.71013, -1.56223, -1.20279], [-3.09559, -5.56389, -2.94805], [-3.65418, -6.75633, -3.50208], [-2.92112, -7.30289, -4.47676], [-1.87514, -6.87824, -4.89705], [-3.55084, -8.40060, -4.90220], [-2.87729, -9.09527, -5.95294], [-3.77543, -5.21537, -2.17228], [-2.13008, -5.76501, -2.49946], [-3.00990, -4.78985, -3.71114], [-1.89807, -9.43872, -5.62127], [-2.78211, -8.46159, -6.83395], [-3.48354, -9.96094, -6.20839], [-4.93034, 4.48382, 0.11961], [-4.03961, 5.24068, -0.70175], [-3.58411, 6.36694, -0.13191], [-3.86403, 6.76504, 0.96532], [-2.76586, 6.96177, -1.00565], [-2.19874, 8.19186, -0.53875], [-5.22816, 3.60369, -0.44794], [-4.42609, 4.16055, 1.02867], [-5.82240, 5.05942, 0.36122], [-1.59223, 8.02268, 0.34997], [-2.98003, 8.92246, -0.33657], [-1.55886, 8.57504, -1.33099], [5.39380, -4.10573, 4.95728], [5.34081, -4.36589, 3.55322], [6.49984, -4.78276, 3.02460], [7.52890, -4.94391, 3.62270], [6.30706, -4.98545, 1.71764], [7.46935, -5.43753, 1.01651], [4.40254, -3.77695, 5.26431], [5.64669, -5.00902, 5.51054], [6.10769, -3.31116, 5.17397], [7.80591, -6.39614, 1.40857], [8.26686, -4.69811, 1.07731], [7.18873, -5.56516, -0.02622], [-4.12562, 6.99728, -8.03461], [-3.63434, 7.54627, -6.80966], [-3.24747, 6.63790, -5.91486], [-3.28056, 5.44077, -6.05776], [-2.81457, 7.28332, -4.82677], [-2.36702, 6.42344, -3.78057], [-4.40562, 7.83143, -8.67297], [-3.35042, 6.41791, -8.53458], [-5.00665, 6.38251, -7.85442], [-1.52073, 5.82132, -4.11813], [-3.17853, 5.78580, -3.43212], [-2.04054, 7.04423, -2.96331]], "e_homo_ha": -0.426, "gap_ev": 7.636, "e_lumo_ev": -3.9, "total_energy_ev": -133274.4221, "total_charge": 1}